# 1
83
Properties=species:S:1:pos:R:3 method="wB97M-V/def2-TZVPD" homo_energy_ev=-9.047 multiplicity=1
C 20.6793 -12.0992 -0.9484
C 15.9125 -20.9943 -10.8627
F 14.6824 -16.4908 -3.6185
O 19.9604 -15.4685 -5.2090
H 22.1155 -19.7163 -6.9917
H 19.7303 -12.5002 -1.3043
S 14.1692 -18.0106 -3.5812
C 15.3374 -22.4080 -11.1262
Li 21.9166 -15.9328 -1.5932
H 21.0679 -11.4698 -1.7491
H 14.6309 -23.9277 -13.9498
N 21.5325 -7.4015 -8.7648
H 25.0505 -14.8583 -2.7476
N 21.4179 -19.3486 -0.1394
Li 20.0780 -19.6736 -3.7503
Li 14.6558 -15.6995 -7.9047
C 14.4972 -19.7583 -12.1936
O 21.2580 -21.5373 -6.5653
O 15.0950 -19.9047 -10.9023
N 19.5466 -14.9799 -6.2530
O 19.9668 -13.8710 -6.5707
H 16.0830 -23.1401 -10.8160
F 19.3990 -18.5410 0.6154
H 18.1963 -22.8401 -3.4639
O 21.0406 -18.5910 2.1711
O 21.9896 -4.7291 -9.1407
C 22.6784 -12.7200 0.3500
O 13.5516 -20.4852 -4.8108
O 20.1260 -5.4765 -7.6294
S 22.7272 -20.2099 0.5842
C 22.0271 -20.7276 -7.3888
O 19.8326 -20.7222 1.4503
O 13.6464 -17.9628 -2.2179
H 19.2182 -24.2802 -3.3545
C 24.0411 -12.7225 -0.5273
H 16.4074 -20.8743 -9.8990
S 22.4398 -7.3050 -7.6057
H 13.7022 -20.4936 -12.3176
C 20.9883 -22.9319 -6.9943
O 11.3692 -19.5980 -3.7733
H 24.8533 -13.0501 -2.8491
O 23.6676 -19.3395 1.2405
H 18.0082 -24.1963 -4.5595
H 24.8474 -12.6179 0.1987
O 21.7872 -7.4322 -6.3024
F 23.0388 -8.7916 -7.7357
H 23.9563 -11.8366 -1.1566
H 21.6202 -20.6248 -8.3948
C 20.3999 -23.7554 -5.8488
C 18.7459 -23.5810 -4.0445
H 13.8516 -24.3105 -12.5140
H 26.0815 -13.7536 -1.8325
O 15.3554 -18.8016 -3.8440
O 21.6101 -13.1200 -0.5399
C 14.7886 -23.8841 -12.8722
H 22.4634 -11.7991 0.8920
H 21.9651 -23.3903 -7.1487
H 19.7266 -24.5546 -6.1587
H 14.2750 -18.7122 -12.4044
O 15.0540 -22.5268 -12.5479
F 23.3859 -20.4101 -0.9257
N 13.1556 -17.7971 -4.7404
F 11.8830 -19.3796 -6.1196
H 16.7742 -20.7079 -11.4657
O 19.7008 -22.8813 -4.9367
S 21.0955 -5.7864 -8.6753
H 20.3194 -23.0232 -7.8500
F 20.1508 -5.9615 -9.9495
H 22.7637 -13.3978 1.1994
H 20.4734 -11.3782 -0.1573
Li 19.5516 -10.6874 -9.3286
H 21.1522 -24.3203 -5.2983
S 12.5406 -19.3823 -4.6404
H 15.2841 -19.8956 -12.9351
H 14.4402 -22.6791 -10.5697
O 23.6758 -6.6024 -7.8212
O 24.1719 -13.9620 -1.1923
O 18.6198 -15.4518 -6.9044
H 22.9798 -21.2517 -7.4646
S 20.6144 -19.5334 1.1725
C 25.0721 -13.9083 -2.2137
O 22.5478 -21.5651 1.0647
H 15.6870 -24.4213 -12.5683


# 2
67
Properties=species:S:1:pos:R:3 method="wB97M-V/def2-TZVPD" homo_energy_ev=-8.410 e_above_lowest_ev=1.5512 multiplicity=1
C -11.6022 2.4580 13.3996
S -1.7548 0.2348 12.5981
C -7.4947 0.1668 16.3807
S -8.4529 5.0393 8.6894
H -12.4222 2.8154 14.0211
H -5.9467 -1.2246 14.3352
H -14.0564 3.4519 11.0871
O -7.0146 5.1636 8.6959
S -7.5446 1.6665 12.5953
H -11.4514 1.3857 13.5131
H -3.9244 1.2673 12.9022
C -11.8096 -1.2487 10.7596
H -12.2066 -2.2631 10.7943
H -5.9153 -1.3326 8.6250
O -9.0584 5.2908 7.4053
F -9.9550 5.8368 10.7102
O -7.4520 -2.2899 17.4072
H -8.4391 -0.0609 15.8773
C -6.5936 -1.9190 14.8715
O -1.2510 -1.1692 12.6600
H -9.4318 -2.2754 11.7684
S -10.2944 -1.2501 9.7503
C -5.5238 2.2673 8.8408
H -7.7715 0.4943 17.3797
O -10.7978 2.3258 10.8216
H -6.9162 0.8730 15.7912
O -8.6766 1.4076 13.4599
H -6.2537 -2.9447 14.7913
C -3.4680 0.3097 13.1477
C -5.8077 -0.3622 9.1057
O -9.4633 -0.0499 10.1257
F -8.0794 6.9848 10.4888
H -5.8523 3.2572 8.5273
H -12.5439 -0.5580 10.3535
H -4.0800 -0.5249 12.8036
C -1.8957 0.8685 10.9221
Zn -9.2186 1.9533 9.7008
F -9.7335 7.2836 9.1354
H -13.9451 2.1217 12.2625
H -1.9196 0.0258 10.2271
O -6.3689 0.8514 12.7651
H -8.4856 -2.6956 10.3294
H -3.5237 0.2641 14.2370
F -6.6437 3.4711 14.3178
H -4.5082 2.1954 8.4240
C -9.4904 -2.5373 10.7112
C -6.9886 3.4054 13.0344
C -13.4992 2.5671 11.3752
O -7.9522 1.8334 11.1961
S -6.6111 -1.3863 16.5820
H -4.7626 -0.1907 9.3656
H -10.7054 2.9679 13.7482
H -11.5715 -0.9749 11.7884
H -7.6235 -1.7334 14.5549
C -9.0713 6.3793 9.8644
O -7.8569 1.1393 8.3957
H -2.7791 1.4948 10.8165
O -8.8833 3.7871 9.3401
H -0.9959 1.4410 10.7108
H -10.1028 -3.4392 10.6647
F -5.8572 3.6455 12.3396
S -6.4276 0.9351 8.0041
H -13.4625 1.8025 10.5978
H -5.3949 2.1466 9.9139
H -6.3367 -0.3307 10.0603
F -7.8960 4.3073 12.7166
S -11.7922 3.0177 11.7040


# 3
55
Properties=species:S:1:pos:R:3 method="wB97M-V/def2-TZVPD" homo_energy_ev=-4.966 e_above_lowest_ev=1.1863 total_charge=-1 multiplicity=1
H 0.3063 -2.7685 2.7572
F 2.4486 -2.7621 4.6188
H 0.9800 0.0968 2.6126
H -8.4563 0.7914 -3.2884
P -0.2557 2.7666 1.5240
H 5.8518 -0.0668 0.9361
H -3.5591 3.4527 -1.8709
H 5.2760 -2.6209 -0.7199
H -0.0237 -4.5946 -0.6283
H 1.5113 -3.1677 -1.8188
O 0.3032 3.9115 2.3612
H 3.6763 0.2297 0.1872
H 0.2490 -1.9646 -2.1631
C 3.1106 -0.5873 0.6967
H 6.0059 -1.7547 1.5887
H 2.3262 -0.8615 3.9424
H -4.6280 4.8850 -1.9892
C -5.9978 2.7012 -2.4790
O 1.0795 -2.0652 -0.1443
H 0.8363 -1.4343 4.6972
O -5.1027 3.3051 -3.2579
I -1.1861 0.1170 -0.5456
H 2.3422 1.0424 -1.5680
H 2.4047 1.8075 1.7629
C 0.6709 -2.5847 -1.3595
C -7.8456 1.3102 -2.5525
H -2.0271 1.5997 2.1447
P 1.4670 1.7774 0.6698
H -8.4780 2.0039 -1.9985
P 1.2377 -0.3996 0.1704
C -4.1409 4.0824 -2.5426
H 6.9819 -1.2097 0.1844
C -0.4437 -3.6799 -1.0707
H -0.9933 -3.8527 -2.0184
H -7.4058 0.5738 -1.8804
H 2.0137 -2.6206 2.1145
H 2.6595 -0.6987 -1.9364
O -6.8301 2.0124 -3.2641
O -1.2278 3.5333 0.3702
O 3.6603 -1.8521 0.2563
C 5.9876 -1.1332 0.6745
O -6.0500 2.7632 -1.2825
C 0.6945 -0.7604 1.9798
O -1.2126 1.8760 2.5722
H 4.8747 -0.9580 -1.2255
H 1.0339 0.0844 -2.2774
H -0.4128 -0.7688 1.9721
C 1.1784 -2.1000 2.6036
H -1.1632 -3.1691 -0.3964
C 1.9002 0.0304 -1.5913
H -3.4673 4.5237 -3.2731
H -2.0177 2.9969 0.2506
C 4.9221 -1.6368 -0.3500
C 1.6763 -1.7572 4.0563
H 3.2588 -0.4446 1.7881


# 4
64
Properties=species:S:1:pos:R:3 method="wB97M-V/def2-TZVPD" homo_energy_ev=-2.895 e_above_lowest_ev=0.0000 total_charge=-2 multiplicity=1
O -0.8032 -1.8750 1.0397
H -2.6540 -1.1008 -2.4259
N 0.3657 -2.3968 -1.5191
C -1.0746 -2.3511 -1.7956
H -1.0965 -6.4401 -3.3542
C -2.2457 1.0753 -1.2699
H 0.8452 4.8688 0.4839
O -0.8784 -5.4482 -1.5852
H -1.6915 3.6324 3.9730
H 2.2401 3.3043 1.5993
H 1.9922 3.0572 -0.8267
N 0.8669 1.9809 0.6186
O 1.8460 -2.4451 3.2220
O -1.3205 -0.0142 -1.3047
C -1.7860 5.1848 0.3410
C 0.7201 -3.7483 -1.0250
H 1.1505 -5.6582 -1.8288
C -1.1483 -6.6470 -2.2757
H -1.6960 -2.6957 -0.9747
H 0.2894 4.8769 -1.1892
H 0.3093 -3.9314 -0.0360
Hf 0.6476 -0.4494 -0.0124
O 2.7301 0.0836 -0.7233
H 0.8059 1.2427 3.2445
H -0.2122 3.7271 4.9201
C 0.2961 4.2758 -0.2681
O -0.0098 3.1108 2.9576
H 1.7994 -3.7040 -0.8935
O 3.0446 1.6479 -2.5704
H -2.7629 4.8668 0.7024
H -1.1531 -0.7396 -3.2569
S -1.6677 -0.9056 1.8414
O -0.9522 0.3491 1.3931
C 0.3624 -4.8986 -1.9514
H -1.3799 -2.9764 -2.6595
S 2.5329 0.3433 -2.2008
H -1.2810 5.9043 0.9986
H 1.8015 2.6444 3.8277
H 0.3299 -4.6289 -3.0203
H -2.1516 -6.9639 -2.0071
O -3.0453 -0.9258 1.3487
H -3.0024 0.8200 -0.5233
H -1.9754 5.6904 -0.6237
C 0.9513 2.9277 -0.5281
O 3.0157 -0.7372 -3.0467
O -1.5576 -1.1584 3.2568
H -0.9034 2.1292 4.5476
C -1.5702 -1.0060 -2.2765
O 1.9130 -2.2060 0.7522
C 1.8260 2.2866 1.6932
O 1.0103 0.3043 -2.1213
O 3.8115 -1.5176 2.1460
H 0.8539 -2.2813 -2.4048
H -0.4094 -7.4137 -2.0175
H 2.6445 1.5730 1.7330
C -0.7367 3.1344 4.1466
C 1.1410 2.2652 3.0391
H -2.7411 1.1675 -2.2391
H 0.4490 2.5119 -1.4010
H 0.0101 2.3488 1.0467
O -1.0149 4.0379 0.1856
O 1.6271 -0.3710 1.9897
H -1.6894 1.9636 -0.9969
S 2.3817 -1.7017 2.1050